#i
{"formula": "C2H6N2OS", "method": "the ωB97M-V functional and the def2-TZVPD basis", "species": ["C", "C", "N", "N", "O", "S", "H", "H", "H", "H", "H", "H"], "positions_angstrom": [[0.10, 0.10, -0.74], [-0.72, -0.41, 0.43], [0.68, -2.75, -0.57], [-0.19, -1.59, 1.22], [1.74, -2.80, -0.14], [1.27, -1.52, 1.89], [0.94, 0.59, -0.30], [0.19, -0.59, -1.61], [-0.54, 0.93, -1.19], [-1.69, -0.72, 0.11], [-0.72, 0.26, 1.30], [1.59, -0.04, 1.59]], "multiplicity": 1, "molar_mass_g_mol": 106.150, "orbital_gap_ev": [8.1, 8.1]}

#ii
{"formula": "C2H6N2OS", "method": "the ωB97M-V functional and the def2-TZVPD basis", "species": ["C", "C", "H", "H", "H", "H", "H", "H", "N", "N", "O", "S"], "positions_angstrom": [[0.40, 1.81, 0.02], [-1.06, -0.14, -0.02], [1.00, 2.06, 0.91], [-0.56, 2.23, 0.15], [0.90, 2.27, -0.87], [1.72, -0.71, 1.32], [-0.39, -2.13, -0.05], [-2.04, -1.83, 0.24], [0.24, 0.40, -0.14], [-1.17, -1.49, -0.05], [-2.02, 0.59, 0.05], [1.63, -0.57, -0.05]], "smiles": "CN(S)C(N)=O", "multiplicity": 1, "molar_mass_g_mol": 106.150, "orbital_gap_ev": 10.3}

#iii
{"formula": "C2H6N2OS", "method": "the ωB97M-V functional and the def2-TZVPD basis", "species": ["C", "C", "H", "H", "H", "H", "H", "H", "N", "N", "O", "S"], "positions_angstrom": [[1.56, -0.78, 0.48], [-0.33, 0.06, -0.51], [2.02, -0.44, -0.42], [2.13, -0.50, 1.40], [1.43, -1.88, 0.36], [-0.49, -0.08, -2.34], [-2.19, 0.78, -0.98], [-1.05, 1.05, 1.98], [0.11, -0.41, -1.60], [-1.51, 0.77, -0.26], [0.32, -0.17, 0.63], [-2.00, 1.60, 1.24]], "smiles": "[H]/N=C(\\NS)OC", "multiplicity": 1, "molar_mass_g_mol": 106.150, "orbital_gap_ev": 9.1}

Stability verdict: #ii, ahead by 0.0523 hartree

#i
{"formula": "C2H6N2OS", "method": "the ωB97M-V functional and the def2-TZVPD basis", "species": ["C", "C", "H", "H", "H", "H", "H", "H", "N", "N", "O", "S"], "positions_angstrom": [[0.32, 0.62, -0.07], [-1.18, 0.91, -0.23], [2.12, -1.13, 0.92], [2.58, -0.58, -0.60], [-0.11, -1.44, -0.37], [-1.51, 1.69, 0.52], [-1.40, 1.48, -1.21], [-2.28, -0.59, 1.31], [1.93, -1.21, -0.09], [0.64, -0.72, -0.21], [1.19, 1.47, 0.10], [-2.30, -0.49, -0.06]], "smiles": "NNC(=O)CS", "multiplicity": 1, "molar_mass_g_mol": 106.150, "orbital_gap_ev": 10.1}

#ii
{"formula": "C2H6N2OS", "method": "the ωB97M-V functional and the def2-TZVPD basis", "species": ["C", "C", "H", "H", "H", "H", "H", "H", "N", "N", "O", "S"], "positions_angstrom": [[1.72, 1.62, -0.68], [0.25, -0.04, -0.70], [1.46, 2.42, -1.48], [2.63, 2.41, -0.19], [2.12, 0.71, -1.64], [0.60, -1.23, -2.42], [-1.13, -1.65, -0.53], [-0.38, -0.89, 2.19], [0.83, -0.42, -1.85], [-0.61, -0.89, 0.02], [0.71, 1.04, 0.05], [-1.53, -0.65, 1.55]], "multiplicity": 1, "molar_mass_g_mol": 106.150, "orbital_gap_ev": 9.3}

Stability verdict: #i, ahead by 0.1235 hartree

#i
{"formula": "C3H9NS2", "method": "the ωB97M-V functional and the def2-TZVPD basis", "species": ["C", "S", "S", "H", "H", "H", "H", "C", "C", "N", "H", "H", "H", "H", "H"], "positions_angstrom": [[1.83, 1.46, -0.49], [2.50, -0.20, -0.75], [2.28, -0.94, 1.19], [0.88, 1.57, -0.99], [2.54, 2.16, -0.92], [1.75, 1.66, 0.57], [2.58, -2.19, 0.87], [-1.80, -1.27, -0.53], [-1.76, 0.69, 0.71], [-1.77, 0.18, -0.44], [-2.03, -1.57, -1.54], [-2.53, -1.71, 0.16], [-0.83, -1.67, -0.23], [-1.48, 1.73, 0.85], [-2.15, 0.10, 1.54]], "smiles": "C=NC.CSS", "multiplicity": 1, "molar_mass_g_mol": 123.246, "orbital_gap_ev": 8.6}

#ii
{"formula": "C3H9NS2", "method": "the ωB97M-V functional and the def2-TZVPD basis", "species": ["N", "C", "C", "C", "H", "H", "H", "H", "H", "H", "H", "S", "S", "H", "H"], "positions_angstrom": [[-0.07, -0.29, -1.27], [1.11, 0.47, -0.82], [1.88, 0.12, 1.52], [1.07, 0.71, 0.65], [-0.09, -0.25, -2.29], [-0.91, 0.23, -1.00], [1.23, 1.41, -1.36], [1.99, -0.13, -1.08], [1.84, 0.31, 2.58], [2.66, -0.54, 1.15], [0.37, 1.47, 1.00], [-2.38, -1.67, 0.99], [-3.11, 0.19, 0.40], [-1.51, -1.80, -0.03], [-4.08, -0.23, -0.44]], "smiles": "C=CCN.SS", "multiplicity": 1, "molar_mass_g_mol": 123.246, "orbital_gap_ev": 9.7}

#iii
{"formula": "C3H9NS2", "method": "the ωB97M-V functional and the def2-TZVPD basis", "species": ["C", "S", "S", "H", "H", "H", "H", "C", "C", "N", "H", "H", "H", "H", "H"], "positions_angstrom": [[-1.00, -2.05, 0.57], [-2.00, -1.32, 1.89], [-1.52, 0.69, 1.62], [0.05, -2.08, 0.82], [-1.35, -3.09, 0.49], [-1.18, -1.56, -0.38], [-1.90, 0.80, 0.35], [1.71, 0.45, -0.17], [0.22, 1.78, -1.31], [0.61, 0.59, -1.12], [2.63, 0.81, -0.60], [1.59, 1.03, 0.75], [1.82, -0.60, 0.10], [-0.49, 1.96, -2.11], [0.81, 2.60, -0.89]], "smiles": "C=NC.CSS", "multiplicity": 1, "molar_mass_g_mol": 123.246, "orbital_gap_ev": 9.1}

Stability verdict: #ii, ahead by 0.0104 hartree

#i
{"formula": "C3H9NS2", "method": "the ωB97M-V functional and the def2-TZVPD basis", "species": ["C", "S", "S", "H", "H", "H", "H", "C", "C", "N", "H", "H", "H", "H", "H"], "positions_angstrom": [[1.66, -2.06, -0.04], [-0.02, -2.14, -0.73], [0.01, -0.64, -2.21], [1.77, -3.10, 0.24], [1.69, -1.45, 0.87], [2.40, -1.64, -0.72], [1.30, -0.34, -2.07], [-0.37, 2.38, 0.75], [-0.95, 1.17, 0.85], [-2.02, 0.68, 0.17], [-0.32, 2.91, -0.19], [0.35, 2.59, 1.52], [-0.64, 0.62, 1.74], [-2.26, 1.08, -0.72], [-2.59, -0.06, 0.54]], "smiles": "C=CN.CSS", "multiplicity": 1, "molar_mass_g_mol": 123.246, "orbital_gap_ev": 8.3}

#ii
{"formula": "C3H9NS2", "method": "the ωB97M-V functional and the def2-TZVPD basis", "species": ["C", "S", "S", "H", "H", "H", "H", "C", "C", "N", "H", "H", "H", "H", "H"], "positions_angstrom": [[-1.03, -1.00, 1.77], [-2.62, -0.82, 0.95], [-2.24, -2.24, -0.64], [-0.87, -0.23, 2.61], [-0.17, -0.99, 1.13], [-0.92, -1.95, 2.26], [-2.20, -3.32, 0.16], [2.75, 2.72, -0.22], [4.74, 2.23, -1.30], [3.64, 2.83, -1.39], [3.15, 1.93, 0.41], [1.78, 2.44, -0.62], [2.58, 3.65, 0.30], [5.33, 1.91, -2.17], [5.31, 2.17, -0.34]], "smiles": "C=NC.CSS", "multiplicity": 1, "molar_mass_g_mol": 123.246, "orbital_gap_ev": 9.3}

#iii
{"formula": "C3H9NS2", "method": "the ωB97M-V functional and the def2-TZVPD basis", "species": ["N", "C", "C", "S", "S", "C", "H", "H", "H", "H", "H", "H", "H", "H", "H"], "positions_angstrom": [[1.77, 0.04, -0.90], [1.19, 0.61, 0.31], [0.88, -0.44, 1.34], [-0.58, -1.54, 1.08], [-1.17, -1.30, -0.88], [-2.46, 0.01, -0.72], [2.68, 0.40, -1.12], [1.16, 0.14, -1.70], [1.93, 1.24, 0.80], [0.32, 1.23, 0.12], [1.74, -1.10, 1.47], [0.64, 0.02, 2.31], [-3.23, -0.24, -1.46], [-2.81, -0.03, 0.30], [-2.05, 0.98, -0.96]], "smiles": "CSSCCN", "multiplicity": 1, "molar_mass_g_mol": 123.246, "orbital_gap_ev": 9.4}

Stability verdict: #iii, ahead by 0.0498 hartree

#i
{"formula": "C3H9NS2", "method": "the ωB97M-V functional and the def2-TZVPD basis", "species": ["N", "C", "C", "C", "S", "S", "H", "H", "H", "H", "H", "H", "H", "H", "H"], "positions_angstrom": [[1.91, -0.11, -0.49], [0.44, -0.13, -0.22], [0.22, -1.11, 0.88], [-0.23, 1.22, -0.04], [0.55, 2.59, -0.79], [-2.68, -0.62, -0.86], [2.40, 0.67, -0.06], [2.09, -0.01, -1.48], [-0.03, -0.53, -1.13], [-0.84, -1.39, 0.87], [0.38, -0.66, 1.87], [0.89, -1.96, 0.83], [-0.40, 1.41, 1.03], [-1.21, 1.28, -0.61], [-3.50, -0.65, 0.19]], "multiplicity": 1, "molar_mass_g_mol": 123.246, "orbital_gap_ev": 4.4}

#ii
{"formula": "C3H9NS2", "method": "the ωB97M-V functional and the def2-TZVPD basis", "species": ["S", "S", "C", "C", "N", "C", "H", "H", "H", "H", "H", "H", "H", "H", "H"], "positions_angstrom": [[-1.98, 1.28, -3.58], [-0.19, 0.91, -2.65], [-0.53, 0.19, -0.92], [0.51, 0.17, 0.21], [0.18, -0.98, 1.03], [1.16, -1.07, 2.08], [-2.47, 2.65, -3.40], [-1.49, 0.75, -0.57], [-1.06, -0.83, -1.04], [0.59, 1.09, 0.79], [1.66, 0.26, -0.28], [-0.90, -0.95, 1.20], [2.17, -0.86, 1.74], [1.24, -2.07, 2.37], [1.12, -0.53, 3.01]], "smiles": "CNCCSS", "multiplicity": 1, "molar_mass_g_mol": 123.246, "orbital_gap_ev": 9.4}

Stability verdict: #ii, ahead by 0.0940 hartree

#i
{"formula": "C3H2N4O2", "method": "the ωB97M-V functional and the def2-TZVPD basis", "species": ["C", "C", "C", "N", "N", "N", "N", "O", "O", "H", "H"], "positions_angstrom": [[1.41, -0.96, -0.46], [1.46, 0.50, -0.88], [0.31, 0.25, 0.83], [0.87, -1.02, 0.72], [1.25, 1.24, 0.22], [-0.82, 0.53, 0.36], [-1.97, -0.19, 0.11], [-2.15, -0.41, -1.04], [-2.76, -0.23, 1.06], [1.66, -1.89, -1.02], [0.74, 2.17, 0.12]], "multiplicity": 1, "molar_mass_g_mol": 126.075, "orbital_gap_ev": [8.0, 8.0]}

#ii
{"formula": "C3H2N4O2", "method": "the ωB97M-V functional and the def2-TZVPD basis", "species": ["C", "C", "C", "H", "H", "N", "N", "N", "N", "O", "O"], "positions_angstrom": [[1.60, 0.18, -0.02], [-0.35, -0.63, 0.11], [-2.40, 0.03, -0.11], [3.32, -0.85, -0.24], [-3.44, -0.06, 0.13], [0.91, -1.03, -0.06], [-1.62, -1.08, 0.00], [-0.29, 0.73, 0.27], [0.93, 1.37, -0.16], [2.98, 0.14, 0.09], [-1.65, 1.21, 0.00]], "smiles": "Oc1nc2ncon2n1", "multiplicity": 1, "molar_mass_g_mol": 126.075, "orbital_gap_ev": 9.3}

Stability verdict: #ii, ahead by 0.1922 hartree